i:
Here is a 2-piece molecular cluster, C5H12O overall from the Open Molecules 2025 dataset. Energies are from ωB97M-V/def2-TZVPD.

The geometry in XYZ format:
```
18
Properties=species:S:1:pos:R:3
C 0.1658 0.0281 -2.0341
C 0.0693 0.4638 -0.6220
C 1.0098 -0.0568 0.2894
C 1.2403 0.3865 1.6624
C -1.0499 1.3148 -0.1978
H -0.7122 -0.5560 -2.3056
H 1.0636 -0.5630 -2.2028
H 0.1908 0.8709 -2.7208
H 1.5141 -0.9702 -0.0178
H 0.2972 0.4104 2.2224
H 1.9395 -0.2736 2.1672
H 1.6136 1.4123 1.6876
H -1.9879 0.7529 -0.2780
H -1.1405 2.2027 -0.8286
H -0.9588 1.5915 0.8413
H -1.7924 -2.2585 1.0771
H -0.6410 -2.4966 0.1726
O -0.8215 -2.2591 1.0875
```

## Properties
**HOMO-LUMO gap (alpha / beta)**: 10.603 / 8.029 eV
**2S+1**: 2
**⟨S²⟩**: 0.7523
**E_HOMO (alpha / beta)**: -15.00 / -15.69 eV
**Total charge**: +1

***

ii:
Here is a 2-piece molecular cluster, C5H12O overall from the Open Molecules 2025 dataset. Energies are from ωB97M-V/def2-TZVPD.

The geometry in XYZ format:
```
18
Properties=species:S:1:pos:R:3
C -1.4428 -1.5460 -0.3175
C -1.1000 -0.0789 -0.1191
C 0.1312 0.5423 -0.5909
C 1.1554 -0.0763 -1.2597
C 0.4445 1.8855 0.0187
H -0.8558 -2.2551 0.2761
H -2.5025 -1.4815 0.0480
H -1.6034 -1.9023 -1.3260
H -1.9561 0.3270 -0.6834
H -1.2114 0.1116 0.9470
H 2.0415 0.4856 -1.4718
H 1.1773 -1.1179 -1.7001
H 0.6516 1.7881 1.0636
H 1.1795 2.4489 -0.5956
H -0.3763 2.5442 -0.2204
H 2.1453 -0.4481 1.7294
H 0.8763 -1.0547 2.2283
O 1.2458 -0.1725 1.9733
```

## Properties
**HOMO-LUMO gap (alpha / beta)**: 11.500 / 7.599 eV
**2S+1**: 2
**⟨S²⟩**: 0.7525
**E_HOMO (alpha / beta)**: -15.95 / -16.02 eV
**Total charge**: +1

***

Most stable of them? i.

***

i:
Here is a 2-piece molecular cluster, C4H10N3S overall from the Open Molecules 2025 dataset. Energies are from ωB97M-V/def2-TZVPD.

The geometry in XYZ format:
```
18
Properties=species:S:1:pos:R:3
C 0.8662 -1.0020 -1.0432
C 1.9342 -1.5859 -0.5265
C 1.1838 0.4813 0.7976
C -2.2657 -0.4954 -0.3343
N 1.4661 1.8643 0.9202
N -3.1870 0.1885 0.3130
N 0.4480 0.1934 -0.4382
S 2.6441 -0.7350 0.7807
H 0.5987 -1.0884 -2.1421
H 2.5241 -2.4000 -0.9248
H 0.6777 0.1257 1.6063
H -2.3878 -1.1326 -1.1807
H -1.3319 -0.6258 0.1833
H 1.8594 2.3391 1.7627
H 1.8912 2.0313 0.0740
H -3.0714 0.4201 1.2770
H -4.0946 0.4594 -0.0943
H 0.2448 0.9619 -1.0308
```

## Properties
**HOMO-LUMO gap (alpha / beta)**: 5.397 / 5.398 eV
**E_HOMO (alpha / beta)**: -10.89 / -10.89 eV
**Total charge**: +1

***

ii:
Here is a 2-piece molecular cluster, C4H10N3S overall from the Open Molecules 2025 dataset. Energies are from ωB97M-V/def2-TZVPD.

The geometry in XYZ format:
```
18
Properties=species:S:1:pos:R:3
C -1.4988 -3.2359 -1.1629
C -0.0600 0.9305 0.5244
C 2.2236 1.7371 0.6875
C 0.3215 3.2368 0.8480
N -1.4345 -4.5062 -1.3236
N 0.7354 1.8602 0.8821
N -0.7401 0.0624 0.0788
S -2.4030 -2.4813 0.0243
H -0.9282 -2.6249 -1.9514
H 2.7188 2.5626 1.3215
H 2.5465 0.7269 1.0356
H 2.3042 1.8617 -0.3755
H -0.8361 3.1123 0.8099
H 0.5930 3.9783 1.6070
H 0.6310 3.7463 -0.1780
H -1.0001 -4.9984 -2.1450
H -1.2395 -0.8149 0.0167
H -1.9336 -5.1537 -0.6995
```

## Properties
**HOMO-LUMO gap**: 9.052 eV
**E_HOMO**: -12.33 eV
**Total charge**: +1

***

Most stable of them? ii.

***

i:
Here is a 2-piece molecular cluster, C6H8N2OS overall from the Open Molecules 2025 dataset. Energies are from ωB97M-V/def2-TZVPD.

The geometry in XYZ format:
```
18
Properties=species:S:1:pos:R:3
C 2.7691 1.0047 0.7027
C 2.8012 -0.3120 0.2919
C 0.8142 0.2670 0.6394
C -3.1081 1.5230 -1.1369
C -2.7493 1.2705 0.1308
C 0.9528 -2.0875 -0.1253
N 1.4592 1.3713 0.8550
N 1.4662 -0.7927 0.2739
O -2.3089 -1.4168 0.1078
S -2.1308 -0.2249 0.9276
H 3.5213 1.8257 0.7973
H 3.6036 -0.9767 0.2528
H -3.4330 2.5653 -1.3235
H -3.3031 0.9098 -2.1042
H -2.6400 2.1312 0.8481
H -0.1508 -1.8366 -0.4613
H 1.4135 -2.1905 -1.0864
H 1.0230 -3.0308 0.4102
```

## Properties
**HOMO-LUMO gap (alpha / beta)**: 7.998 / 7.702 eV
**E_HOMO (alpha / beta)**: -8.60 / -8.95 eV

***

ii:
Here is C6H8N2OS in the gas phase from the Open Molecules 2025 dataset. Energies are from ωB97M-V/def2-TZVPD.

The geometry in XYZ format:
```
18
Properties=species:S:1:pos:R:3
C -0.4230 0.7142 -1.8828
C -0.2450 1.0845 -0.3848
C -0.3373 2.4477 0.1496
C 0.1189 0.0185 0.4176
S 0.1973 0.1767 2.1877
C 0.2205 -1.5370 2.3236
C 0.2054 -2.1728 1.1435
N 0.3163 -1.3067 0.0450
N 0.6964 -1.7847 -1.1940
O 0.8309 -2.9974 -1.2782
H -1.1167 0.0452 -2.2540
H 0.5969 0.1601 -2.2335
H -0.4573 1.6385 -2.5128
H -1.2777 2.6183 0.7036
H 0.5266 2.5772 0.7480
H -0.1884 3.4190 -0.5231
H 0.2724 -1.9092 3.4301
H 0.0639 -3.1921 1.1144
```

## Properties
**HOMO-LUMO gap (alpha / beta)**: 7.488 / 7.487 eV
**SMILES**: CC(C)=C1SC=CN1N=O
**E_HOMO (alpha / beta)**: -7.52 / -7.52 eV

***

Most stable of them? ii.

***

i:
Here is C17H19N3O3 in the gas phase from the Open Molecules 2025 dataset. Energies are from ωB97M-V/def2-TZVPD.

The geometry in XYZ format:
```
42
Properties=species:S:1:pos:R:3
C 5.4099 2.1935 -0.5324
O 4.7918 0.9332 -0.6162
C 3.5373 0.7785 -0.0871
C 2.8051 1.8239 0.4607
C 1.5259 1.6201 0.9435
C 0.9399 0.3680 0.8943
C -0.4754 0.1475 1.3521
N -1.3642 0.3393 0.2220
C -2.7275 0.1846 0.2822
C -3.3406 -0.5028 1.3567
C -4.6931 -0.7193 1.4043
C -5.4873 -0.2445 0.3584
C -6.8654 -0.2474 0.0249
N -7.0757 0.3636 -1.1123
N -5.8777 0.7829 -1.5623
C -4.8717 0.4448 -0.7157
C -3.5043 0.6696 -0.7649
C 1.6708 -0.6972 0.3673
O 1.1145 -1.9554 0.3887
C 0.7556 -2.4797 -0.8754
C 2.9740 -0.5105 -0.1169
O 3.5756 -1.6282 -0.6233
C 4.9780 -1.7682 -0.5523
H 4.8582 2.9524 -1.0962
H 5.5235 2.5196 0.5063
H 6.3952 2.0629 -0.9779
H 3.2257 2.8151 0.5045
H 0.9774 2.4524 1.3585
H -0.5753 -0.8804 1.7092
H -0.7156 0.8392 2.1743
H -1.0408 1.0219 -0.4479
H -2.7222 -0.8662 2.1614
H -5.1387 -1.2451 2.2354
H -7.6838 -0.6693 0.5739
H -5.8191 1.2799 -2.4348
H -3.0507 1.2001 -1.5899
H 0.3759 -3.4815 -0.6839
H 1.6165 -2.5337 -1.5453
H -0.0323 -1.8723 -1.3349
H 5.1678 -2.8298 -0.7122
H 5.4832 -1.1853 -1.3252
H 5.3595 -1.4760 0.4286
```

## Properties
**HOMO-LUMO gap**: 8.148 eV
**SMILES**: COc1ccc(CNc2ccc3cn[nH]c3c2)c(OC)c1OC
**E_HOMO**: -7.47 eV

***

ii:
Here is C17H19N3O3 as an isolated structure from the Open Molecules 2025 dataset. Energies are from ωB97M-V/def2-TZVPD.

The geometry in XYZ format:
```
42
Properties=species:S:1:pos:R:3
O 2.6729 -1.3352 3.2167
C 2.1972 -0.3190 2.8717
N 0.9438 0.0686 3.3924
H 0.6884 0.9464 3.0867
C 0.2797 -0.9173 4.0193
C -0.7942 -1.1634 3.0536
C -0.6512 -1.9617 2.0984
C -1.8563 -2.1144 1.1684
C -2.5940 -1.0905 1.7612
O -1.9647 -0.5098 2.7846
H -3.7219 -0.5868 1.5244
H -2.1582 -2.6910 0.3806
H 0.2670 -2.8908 1.8135
H -0.5686 -0.3361 4.8976
H 0.6738 -1.8166 4.4460
C 2.8328 0.7818 2.1217
N 2.2693 0.6035 0.7227
C 0.9289 1.0845 0.6087
O 0.2437 1.6427 1.2690
C 0.1661 0.6509 -0.6822
N -1.0203 1.0869 -0.8323
H -1.6416 1.3383 0.1887
C -1.9869 0.5394 -1.8351
C -1.2022 0.5562 -3.0689
C -1.8949 -0.1897 -4.3499
C -1.1719 -0.0399 -5.6154
C 0.4030 0.2199 -5.6195
C 0.7720 0.4070 -4.4610
C 0.2772 0.7159 -3.1265
C 1.0484 1.0516 -2.0045
H 1.9283 0.4139 -2.0116
H 1.2455 1.9360 -1.9427
H 1.9425 0.6461 -4.4975
H 0.8858 0.0845 -6.5231
H -1.6231 -0.2650 -6.4039
H -3.0808 -0.0836 -4.2940
H -2.7367 0.9476 -2.0638
H -2.2629 -0.2560 -1.5098
H 0.1271 -0.5523 -0.6767
H 2.3478 -0.1891 0.2979
H 3.9014 0.6358 1.8337
H 2.5703 1.8737 2.5633
```

## Properties
**HOMO-LUMO gap**: 8.870 eV
**E_HOMO**: -8.17 eV

***

Most stable of them? i.

***

i:
Here is H22KrO11 as an isolated structure from the Open Molecules 2025 dataset. Energies are from ωB97M-V/def2-TZVPD.

The geometry in XYZ format:
```
34
Properties=species:S:1:pos:R:3
Kr 15.9998 -16.6027 -4.7862
O 17.4740 -13.1070 -5.2445
H 17.4235 -13.5266 -4.3856
H 18.0623 -13.6670 -5.7509
O 18.9020 -18.5166 -5.1496
H 19.7354 -18.9496 -5.3343
H 19.1486 -17.6560 -4.8108
O 15.1552 -17.4110 -1.1466
H 15.2499 -18.2771 -1.5431
H 14.6468 -16.9096 -1.7841
O 14.1008 -15.0936 -2.5358
H 14.0139 -14.6975 -1.6688
H 13.4748 -14.6172 -3.0812
O 13.6639 -15.3941 -7.8989
H 14.2320 -16.1373 -8.1016
H 13.9921 -15.0620 -7.0633
O 13.9014 -19.9675 -7.1461
H 14.4540 -19.6860 -6.4170
H 13.0166 -19.7050 -6.8919
O 19.2148 -14.7788 -6.4568
H 18.8985 -15.4087 -7.1043
H 20.0491 -14.4698 -6.8101
O 19.6994 -16.0040 -3.9970
H 20.6213 -16.0612 -4.2483
H 19.2456 -15.7592 -4.8034
O 14.6958 -13.2988 -6.1285
H 15.5826 -13.5012 -5.8306
H 14.4144 -12.5744 -5.5696
O 16.7607 -20.3967 -4.5743
H 17.3766 -19.6900 -4.7679
H 16.0362 -19.9661 -4.1207
O 17.6154 -13.8240 -2.6069
H 18.4446 -13.3596 -2.4931
H 16.9458 -13.1468 -2.5101
```

## Properties
**HOMO-LUMO gap**: 10.440 eV
**E_HOMO**: -10.78 eV

***

ii:
Here is H22KrO11 as an isolated structure from the Open Molecules 2025 dataset. Energies are from ωB97M-V/def2-TZVPD.

The geometry in XYZ format:
```
34
Properties=species:S:1:pos:R:3
Kr 0.1154 -0.3516 -0.3978
O -1.9014 -3.0439 -1.2578
H -2.3172 -2.4000 -1.8311
H -2.2992 -2.8940 -0.4002
O -1.7811 1.7908 -1.8802
H -2.3589 1.1256 -1.5062
H -1.9390 2.5717 -1.3496
O -2.0307 1.8960 1.6548
H -2.4298 2.5972 2.1698
H -2.6870 1.6819 0.9917
O 1.0318 -3.6749 -1.7378
H 0.2480 -3.2039 -1.4549
H 1.3688 -4.0814 -0.9394
O 3.7503 2.1300 -0.3181
H 3.2288 1.8289 0.4259
H 4.5235 1.5657 -0.3133
O 0.6866 1.7467 -3.0941
H -0.2248 1.6714 -2.8114
H 0.6385 1.7949 -4.0489
O -2.3943 -0.8262 3.0774
H -1.6844 -0.2596 2.7751
H -1.9701 -1.4470 3.6698
O 0.5747 2.9471 0.4498
H 1.2389 2.4203 0.8942
H -0.2566 2.6406 0.8120
O -2.5360 -3.0681 1.4082
H -2.5477 -2.2293 1.8692
H -3.3698 -3.4791 1.6366
O 2.4268 1.9469 2.1681
H 1.7897 1.4284 2.6596
H 2.7449 2.5949 2.7967
O 3.5600 -1.4422 -2.1312
H 2.6918 -1.8372 -2.2115
H 4.1094 -2.1407 -1.7755
```

## Properties
**HOMO-LUMO gap**: 9.676 eV
**E_HOMO**: -10.13 eV

***

Most stable of them? i.

***

i:
Here is C4H5ClO2S in the gas phase from the Open Molecules 2025 dataset. Energies are from ωB97M-V/def2-TZVPD.

The geometry in XYZ format:
```
13
Properties=species:S:1:pos:R:3
O 0.9850 1.5699 -1.0328
C 0.7250 0.6604 -0.2689
C 1.7073 -0.4814 0.0351
Cl 1.0599 -2.0874 -0.4382
C -0.6284 0.6118 0.4232
O -0.7222 -0.2021 1.5298
C -1.6271 0.2298 -0.7067
S -2.6791 -0.9903 -0.5284
H 2.6510 -0.2144 -0.5005
H 1.9137 -0.5106 1.1057
H -0.7522 1.6492 0.7561
H -1.0677 -1.0551 1.2412
H -1.5651 0.8201 -1.6157
```

## Properties
**HOMO-LUMO gap**: 8.675 eV
**SMILES**: O=C(CCl)[C@H](O)C=S
**E_HOMO**: -9.49 eV

***

ii:
Here is C4H5ClO2S in the gas phase from the Open Molecules 2025 dataset. Energies are from ωB97M-V/def2-TZVPD.

The geometry in XYZ format:
```
13
Properties=species:S:1:pos:R:3
C 1.3658 0.2703 0.6109
C 0.6140 1.3523 0.6041
C 0.9690 -0.9853 -0.1425
C -1.2273 0.7721 -0.7090
O -1.3987 -1.9120 -0.7720
O -1.2596 -0.8052 1.4329
S -0.8866 -0.8265 0.0441
Cl -2.6306 1.5318 -0.0952
H 2.3870 0.1857 0.9398
H 0.7333 2.3319 0.8512
H 0.9017 -0.9172 -1.2598
H 1.5488 -1.8190 0.3527
H -1.1168 0.8211 -1.8572
```

## Properties
**HOMO-LUMO gap (alpha / beta)**: 8.841 / 8.839 eV
**E_HOMO (alpha / beta)**: -9.47 / -9.47 eV

***

Most stable of them? i.